[1]
A structure of composition C19H43OP3SSeTi in a non-equilibrium geometry, computed with the ωB97M-V functional and the def2-TZVPD basis.

```
! wB97M-V def2-TZVPD RIJCOSX def2/J DEFGRID3
* xyz 4 1
Ti -0.698 0.845 -0.403
P 0.593 2.310 1.378
P 1.417 1.245 -1.655
P -1.370 -0.408 1.805
H -0.731 -3.482 -3.979
C -1.483 -3.410 -3.183
C -1.656 -2.270 -2.510
H -0.978 -1.409 -2.427
C 2.119 1.768 2.290
C 1.176 3.902 0.664
C -0.427 2.966 2.754
C 1.639 0.060 -3.022
C 1.389 2.810 -2.592
C 3.145 1.307 -1.068
C -2.080 -2.027 1.345
C -2.809 0.478 2.497
C -0.538 -0.865 3.368
H -2.174 -4.281 -3.156
H -2.591 -2.171 -1.969
H 2.547 2.560 2.923
H 2.910 1.451 1.603
H 1.905 0.913 2.940
H 1.506 4.608 1.452
H 0.361 4.374 0.104
H 2.014 3.772 -0.030
H 0.055 3.840 3.234
H -0.619 2.225 3.539
H -1.397 3.287 2.359
H 2.425 0.450 -3.688
H 0.710 -0.050 -3.589
H 1.946 -0.920 -2.639
H 2.218 2.731 -3.305
H 1.550 3.686 -1.958
H 0.444 2.928 -3.132
H 3.761 1.415 -1.972
H 3.413 0.365 -0.566
H 3.334 2.166 -0.417
H -2.603 -2.452 2.211
H -1.287 -2.717 1.029
H -2.789 -1.912 0.519
H -3.434 -0.270 2.999
H -3.394 0.971 1.711
H -2.492 1.232 3.222
H -1.241 -1.485 3.940
H -0.302 0.014 3.976
H 0.377 -1.439 3.190
C 2.356 -3.792 0.211
C 1.346 -3.948 -0.750
C 0.937 -5.230 -1.110
C 1.534 -6.337 -0.502
C 2.337 -6.169 0.626
C 2.653 -4.880 1.045
Se 3.273 -2.128 0.267
H 2.984 -1.778 1.732
H 0.953 -3.069 -1.263
H 0.126 -5.314 -1.833
H 1.333 -7.312 -0.918
H 2.753 -7.020 1.157
H 3.123 -4.647 2.008
C -4.383 2.478 -0.834
S -3.038 2.928 -2.012
C -2.195 4.323 -1.199
O -1.916 1.811 -1.357
H -5.333 2.901 -1.223
H -4.193 2.860 0.187
H -4.482 1.380 -0.832
H -2.293 4.276 -0.095
H -1.140 4.285 -1.502
H -2.594 5.272 -1.597
*
```

## Properties
- E_LUMO (alpha / beta): -15.0 / -14.9 eV
- Relative energy (zero: lowest compared OMol25 entry of this formula, charge and spin): 104.3 kJ/mol
- Frontier orbital gap (alpha / beta): 3.00 / 3.05 eV

What are the Löwdin partial charges on each atom? They are as follows, in elementary charge units: atom 1 (Ti): 0.759, atom 2 (P): 0.798, atom 3 (P): 0.758, atom 4 (P): 0.768, atom 5 (H): 0.083, atom 6 (C): -0.021, atom 7 (C): -0.101, atom 8 (H): 0.000, atom 9 (C): -0.184, atom 10 (C): -0.226, atom 11 (C): -0.227, atom 12 (C): -0.211, atom 13 (C): -0.209, atom 14 (C): -0.232, atom 15 (C): -0.219, atom 16 (C): -0.218, atom 17 (C): -0.206, atom 18 (H): 0.100, atom 19 (H): 0.037, atom 20 (H): 0.100, atom 21 (H): 0.034, atom 22 (H): 0.049, atom 23 (H): 0.100, atom 24 (H): 0.036, atom 25 (H): 0.030, atom 26 (H): 0.098, atom 27 (H): 0.043, atom 28 (H): 0.050, atom 29 (H): 0.092, atom 30 (H): 0.061, atom 31 (H): 0.052, atom 32 (H): 0.088, atom 33 (H): 0.044, atom 34 (H): 0.062, atom 35 (H): 0.093, atom 36 (H): -0.032, atom 37 (H): 0.048, atom 38 (H): 0.088, atom 39 (H): 0.064, atom 40 (H): 0.049, atom 41 (H): 0.089, atom 42 (H): 0.036, atom 43 (H): 0.048, atom 44 (H): 0.091, atom 45 (H): 0.052, atom 46 (H): 0.062, atom 47 (C): -0.618, atom 48 (C): -0.162, atom 49 (C): -0.053, atom 50 (C): -0.015, atom 51 (C): -0.020, atom 52 (C): -0.086, atom 53 (Se): 0.979, atom 54 (H): -0.097, atom 55 (H): 0.056, atom 56 (H): 0.103, atom 57 (H): 0.129, atom 58 (H): 0.135, atom 59 (H): 0.123, atom 60 (C): -0.176, atom 61 (S): 1.208, atom 62 (C): -0.195, atom 63 (O): -0.683, atom 64 (H): 0.104, atom 65 (H): 0.078, atom 66 (H): 0.082, atom 67 (H): 0.080, atom 68 (H): 0.047, atom 69 (H): 0.106


[2]
A structure of composition C19H43P3S2Ti in a non-equilibrium geometry, computed with the ωB97M-V functional and the def2-TZVPD basis.

```
! wB97M-V def2-TZVPD RIJCOSX def2/J DEFGRID3
* xyz 3 2
Ti 1.542 -0.570 -1.254
P -0.015 1.361 0.316
P -3.627 -1.771 -1.334
P 3.403 0.805 -0.852
H 1.517 -1.486 -3.688
C 2.331 -1.246 -2.998
C 2.607 -2.212 -1.946
H 1.972 -3.110 -1.876
C -0.488 2.928 -0.532
C -1.563 1.183 1.312
C 0.908 2.162 1.701
C -5.030 -2.503 -2.153
C -3.537 -1.966 0.446
C -3.322 -0.066 -1.776
C 4.908 0.356 -1.748
C 3.936 0.896 0.882
C 3.109 2.549 -1.259
H 3.154 -0.707 -3.484
H 3.665 -2.399 -1.714
H -0.884 3.643 0.202
H -1.262 2.733 -1.284
H 0.367 3.383 -1.042
H -1.671 2.058 1.976
H -1.488 0.288 1.939
H -2.465 1.122 0.698
H 0.249 2.871 2.217
H 1.787 2.701 1.346
H 1.212 1.394 2.415
H -5.807 -2.737 -1.403
H -4.685 -3.445 -2.627
H -5.444 -1.863 -2.951
H -4.541 -2.159 0.836
H -3.124 -1.077 0.940
H -2.880 -2.820 0.661
H -4.278 0.440 -1.946
H -2.718 0.017 -2.681
H -2.786 0.469 -0.980
H 5.559 1.239 -1.749
H 4.807 0.019 -2.799
H 5.384 -0.456 -1.180
H 4.621 1.756 0.945
H 4.453 -0.023 1.170
H 3.105 1.073 1.579
H 4.059 2.964 -1.605
H 2.780 3.095 -0.366
H 2.354 2.662 -2.041
C -1.083 -1.351 -3.880
C -0.672 -0.008 -4.076
C -0.858 0.586 -5.318
C -1.451 -0.115 -6.370
C -1.840 -1.457 -6.188
C -1.632 -2.091 -4.965
S -0.980 -2.123 -2.317
H -2.686 -2.809 -1.839
H -0.224 0.553 -3.245
H -0.535 1.623 -5.459
H -1.613 0.360 -7.336
H -2.300 -2.014 -7.011
H -1.890 -3.141 -4.787
C 1.435 -1.655 2.223
S 1.325 -2.026 0.487
C 0.319 -3.522 0.588
H 2.226 -0.909 2.388
H 1.695 -2.623 2.675
H 0.448 -1.297 2.563
H 0.883 -4.153 1.278
H -0.659 -3.250 1.000
H 0.222 -3.975 -0.396
*
```

## Properties
- E_LUMO (alpha / beta): -9.5 / -11.1 eV
- Relative energy (zero: lowest compared OMol25 entry of this formula, charge and spin): 166.5 kJ/mol
- Expectation value of S²: 0.77
- Frontier orbital gap (alpha / beta): 7.41 / 5.84 eV

What are the Löwdin partial charges on each atom? They are as follows, in elementary charge units: atom 1 (Ti): 0.407, atom 2 (P): 0.806, atom 3 (P): 0.843, atom 4 (P): 0.764, atom 5 (H): 0.047, atom 6 (C): -0.272, atom 7 (C): -0.292, atom 8 (H): 0.059, atom 9 (C): -0.257, atom 10 (C): -0.260, atom 11 (C): -0.264, atom 12 (C): -0.187, atom 13 (C): -0.169, atom 14 (C): -0.195, atom 15 (C): -0.210, atom 16 (C): -0.212, atom 17 (C): -0.214, atom 18 (H): 0.065, atom 19 (H): 0.095, atom 20 (H): 0.072, atom 21 (H): 0.044, atom 22 (H): 0.034, atom 23 (H): 0.073, atom 24 (H): 0.040, atom 25 (H): 0.019, atom 26 (H): 0.070, atom 27 (H): 0.029, atom 28 (H): 0.040, atom 29 (H): 0.081, atom 30 (H): 0.076, atom 31 (H): 0.083, atom 32 (H): 0.082, atom 33 (H): 0.039, atom 34 (H): 0.055, atom 35 (H): 0.092, atom 36 (H): 0.028, atom 37 (H): 0.020, atom 38 (H): 0.075, atom 39 (H): 0.065, atom 40 (H): 0.073, atom 41 (H): 0.089, atom 42 (H): 0.071, atom 43 (H): 0.011, atom 44 (H): 0.074, atom 45 (H): 0.046, atom 46 (H): 0.050, atom 47 (C): -0.646, atom 48 (C): -0.141, atom 49 (C): -0.035, atom 50 (C): 0.004, atom 51 (C): -0.018, atom 52 (C): -0.061, atom 53 (S): 0.779, atom 54 (H): -0.045, atom 55 (H): 0.090, atom 56 (H): 0.131, atom 57 (H): 0.135, atom 58 (H): 0.135, atom 59 (H): 0.122, atom 60 (C): -0.305, atom 61 (S): 0.734, atom 62 (C): -0.283, atom 63 (H): 0.042, atom 64 (H): 0.073, atom 65 (H): 0.056, atom 66 (H): 0.069, atom 67 (H): 0.044, atom 68 (H): 0.037


[3]
A cluster of 3 separate species, C19H44INO11P2 in total in a non-equilibrium geometry, computed with the ωB97M-V functional and the def2-TZVPD basis.

```
! wB97M-V def2-TZVPD RIJCOSX def2/J DEFGRID3
* xyz 0 1
C 3.079 -2.905 -1.879
C 3.006 -2.803 -3.410
C 3.830 -1.706 -4.063
I 5.856 -1.750 -3.321
O 3.392 -0.390 -3.779
C 2.031 -0.185 -3.918
O 1.461 -0.331 -4.973
N 1.475 0.226 -2.717
C 0.008 0.240 -2.675
C -0.624 -1.111 -2.314
C -1.086 -1.926 -3.509
O -1.608 -3.151 -2.972
H 3.878 -3.565 -1.556
H 2.142 -3.343 -1.525
H 3.166 -1.933 -1.393
H 1.968 -2.772 -3.749
H 3.419 -3.739 -3.796
H 3.945 -1.895 -5.127
H 1.832 -0.423 -2.024
H -0.263 0.937 -1.880
H -0.410 0.650 -3.591
H -1.524 -0.883 -1.737
H 0.018 -1.702 -1.657
H -1.888 -1.412 -4.041
H -0.270 -2.171 -4.192
H -2.328 -3.459 -3.523
C 4.050 0.922 -0.336
C 2.815 1.127 0.517
O 2.829 2.380 1.219
P 2.544 3.725 0.425
O 1.251 3.734 -0.263
O 2.444 4.733 1.682
C 1.338 5.620 1.848
C 0.377 5.085 2.887
O 3.976 4.124 -0.093
C 4.485 5.474 -0.086
C 5.450 5.642 1.063
H 4.082 1.633 -1.163
H 4.058 -0.082 -0.758
H 4.956 1.066 0.255
H 1.907 1.063 -0.088
H 2.758 0.357 1.287
H 0.830 5.793 0.899
H 1.754 6.576 2.177
H 0.034 4.088 2.611
H -0.488 5.741 2.988
H 0.871 5.008 3.857
H 3.673 6.199 -0.046
H 5.001 5.612 -1.035
H 4.963 5.430 2.014
H 5.838 6.661 1.082
H 6.285 4.950 0.957
C -4.366 0.683 3.745
C -3.129 0.026 3.165
O -3.324 -1.374 2.906
P -4.199 -1.839 1.665
O -3.716 -1.320 0.383
O -3.879 -3.419 1.718
C -3.436 -4.129 0.559
C -1.944 -4.357 0.613
O -5.655 -1.865 2.266
C -6.615 -2.906 1.993
C -6.696 -3.840 3.175
H -5.179 0.707 3.017
H -4.144 1.708 4.043
H -4.721 0.128 4.614
H -2.813 0.526 2.246
H -2.305 0.083 3.874
H -3.712 -3.599 -0.352
H -3.968 -5.085 0.556
H -1.420 -3.406 0.711
H -1.598 -4.855 -0.294
H -1.674 -4.968 1.475
H -6.370 -3.434 1.072
H -7.572 -2.408 1.840
H -5.725 -4.286 3.386
H -7.416 -4.635 2.978
H -7.011 -3.296 4.066
*
```

## Properties
- E_LUMO: 0.5 eV
- Frontier orbital gap: 10.02 eV

What are the Löwdin partial charges on each atom? They are as follows, in elementary charge units: atom 1 (C): -0.129, atom 2 (C): -0.280, atom 3 (C): -0.713, atom 4 (I): 0.884, atom 5 (O): -0.115, atom 6 (C): -0.546, atom 7 (O): 0.125, atom 8 (N): 0.105, atom 9 (C): -0.161, atom 10 (C): -0.153, atom 11 (C): -0.247, atom 12 (O): -0.084, atom 13 (H): 0.059, atom 14 (H): 0.074, atom 15 (H): 0.039, atom 16 (H): 0.101, atom 17 (H): 0.110, atom 18 (H): 0.085, atom 19 (H): 0.100, atom 20 (H): 0.114, atom 21 (H): 0.127, atom 22 (H): 0.113, atom 23 (H): 0.111, atom 24 (H): 0.126, atom 25 (H): 0.099, atom 26 (H): 0.077, atom 27 (C): -0.073, atom 28 (C): -0.260, atom 29 (O): -0.167, atom 30 (P): 0.406, atom 31 (O): -0.220, atom 32 (O): -0.207, atom 33 (C): -0.286, atom 34 (C): -0.072, atom 35 (O): -0.178, atom 36 (C): -0.244, atom 37 (C): -0.068, atom 38 (H): 0.078, atom 39 (H): 0.040, atom 40 (H): 0.087, atom 41 (H): 0.095, atom 42 (H): 0.121, atom 43 (H): 0.107, atom 44 (H): 0.117, atom 45 (H): 0.077, atom 46 (H): 0.077, atom 47 (H): 0.077, atom 48 (H): 0.116, atom 49 (H): 0.120, atom 50 (H): 0.075, atom 51 (H): 0.081, atom 52 (H): 0.081, atom 53 (C): -0.079, atom 54 (C): -0.263, atom 55 (O): -0.172, atom 56 (P): 0.402, atom 57 (O): -0.222, atom 58 (O): -0.205, atom 59 (C): -0.281, atom 60 (C): -0.070, atom 61 (O): -0.181, atom 62 (C): -0.245, atom 63 (C): -0.068, atom 64 (H): 0.071, atom 65 (H): 0.079, atom 66 (H): 0.082, atom 67 (H): 0.114, atom 68 (H): 0.118, atom 69 (H): 0.103, atom 70 (H): 0.118, atom 71 (H): 0.077, atom 72 (H): 0.075, atom 73 (H): 0.076, atom 74 (H): 0.115, atom 75 (H): 0.119, atom 76 (H): 0.076, atom 77 (H): 0.081, atom 78 (H): 0.081


M values, unit g/mol, following the record order: 539.368, 476.476, 651.409.